1.
Computed, not measured: C11H15NPPb as an isolated structure in a non-equilibrium geometry, with ωB97M-V/def2-TZVPD.

Structure (XYZ):
```
29
Properties=species:S:1:pos:R:3:nbo_charge:R:1
C -1.21 -1.17 2.72 0.036
H 2.19 -0.42 4.29 0.232
P 0.16 2.53 0.53 -0.037
C 1.19 -0.64 3.87 -0.236
C 0.22 -1.26 4.66 0.045
H 1.66 0.24 1.95 0.197
H -0.70 2.98 1.54 0.027
C -0.59 -1.37 -3.07 -0.376
H -0.43 -3.43 -2.11 0.289
H -0.37 -2.04 6.59 0.229
H -2.19 -1.41 2.25 0.190
Pb -1.48 -0.47 -0.98 1.222
C -0.19 -2.31 -2.03 -0.345
H 1.27 2.40 1.40 0.015
C 0.90 -0.29 2.55 0.029
C 0.71 -1.61 -1.07 -0.304
C -1.00 -1.55 4.05 -0.244
N -0.28 -0.55 1.98 -0.507
H 0.30 0.59 -3.62 0.283
H 1.44 0.50 -0.98 0.281
H 0.76 -0.68 6.69 0.241
H 0.48 3.83 0.12 0.024
H -1.80 -2.07 4.62 0.235
H 1.35 -2.28 6.22 0.241
C 0.50 -1.59 6.10 -0.649
C 0.82 -0.26 -1.52 -0.383
C 0.13 -0.13 -2.82 -0.318
H 1.25 -2.01 -0.16 0.289
H -1.31 -1.57 -3.94 0.290
```

Output
HOMO = -0.46744 hartree
HOMO-LUMO gap = 0.350 Ha
Net charge = +1
Electronic energy = -27668.923 eV


2.
Computed, not measured: a 2-piece molecular cluster, C11H15O2P overall in a non-equilibrium geometry, with ωB97M-V/def2-TZVPD.

Structure (XYZ):
```
29
Properties=species:S:1:pos:R:3:nbo_charge:R:1
H -0.23 1.79 2.08 0.220
O -1.53 -1.36 -1.44 -1.120
H 0.16 0.66 -2.19 0.226
H -0.16 2.29 -2.68 0.207
H -3.31 -1.98 3.56 0.246
C -0.97 1.79 -0.83 0.035
H -1.33 0.97 -2.74 0.235
H 0.11 -1.58 -3.08 0.258
C 1.10 -1.33 -2.88 -0.258
C 2.26 -1.06 -2.80 -0.011
H 3.62 0.49 -2.53 0.239
C -0.49 0.87 1.51 -0.203
H 0.33 -1.09 2.20 0.274
C 3.59 -0.60 -2.73 -0.704
C -0.46 -0.36 2.38 -0.591
H -0.38 -0.03 3.41 0.225
C -0.81 0.68 0.25 -0.353
O -2.10 -1.53 1.20 -0.563
H -3.01 -0.19 3.63 0.249
C -2.65 -1.16 3.54 -0.680
H -2.00 3.29 0.26 0.202
C -1.45 3.03 -0.64 -0.433
P -0.79 -1.18 -0.22 1.371
C -1.74 -1.12 2.31 0.677
H 4.09 -0.58 -3.77 0.235
C -0.57 1.38 -2.19 -0.649
H 4.34 -1.14 -2.13 0.239
H -1.90 -1.34 4.42 0.224
H -1.65 3.46 -1.61 0.202
```

Output
HOMO = -0.29504 hartree
HOMO-LUMO gap = 0.298 Ha
Net charge = 0
Electronic energy = -25029.351 eV


3.
Computed, not measured: C11H16AlClO2Rh as an isolated structure in a non-equilibrium geometry, with ωB97M-V/def2-TZVPD.

Structure (XYZ):
```
32
Properties=species:S:1:pos:R:3:nbo_charge:R:1
Cl -0.25 2.01 -1.49 -0.423
H -1.04 0.82 5.70 0.186
H 3.10 -0.02 4.81 0.184
H -1.71 -2.37 -0.17 0.235
C -1.94 -1.60 -0.92 -1.165
H -1.73 0.28 -5.28 0.191
C -0.26 0.59 4.98 -0.230
C 1.88 0.93 -3.60 -0.871
H -2.05 -2.11 -1.88 0.184
C 0.13 -1.00 -2.60 -0.799
C 0.06 -0.02 1.31 0.624
H 2.38 0.45 -2.74 0.215
C 1.77 -0.02 3.13 -0.247
H 2.15 0.43 -4.54 0.189
H -2.90 -1.14 -0.64 0.230
C -0.56 0.49 3.63 -0.235
O -1.12 0.31 0.90 -0.823
H 1.18 -1.33 -2.69 0.207
O 0.88 -0.52 0.42 -0.856
H -1.57 0.65 3.25 0.216
H -2.47 1.40 -4.09 0.197
H 2.09 2.01 -3.64 0.194
C 2.07 0.10 4.48 -0.216
H 1.31 0.47 6.48 0.182
H 2.52 -0.25 2.38 0.209
H -2.42 -0.38 -3.72 0.211
C -1.90 0.46 -4.21 -0.889
Rh -0.11 0.76 -3.37 0.729
H -0.54 -1.71 -3.13 0.195
Al -0.49 -0.25 -0.89 1.749
C 1.06 0.39 5.42 -0.352
C 0.44 0.16 2.71 -0.222
```

Output
HOMO (alpha / beta) = -0.02486 / -0.17942 hartree
HOMO-LUMO gap (alpha / beta) = 0.117 / 0.209 Ha
Net charge = -1
2S+1 = 5
Electronic energy = -37887.978 eV


4.
Computed, not measured: C11H16BCoN6OS5 as an isolated structure in a non-equilibrium geometry, with ωB97M-V/def2-TZVPD.

Structure (XYZ):
```
41
Properties=species:S:1:pos:R:3:nbo_charge:R:1
H -0.86 -5.06 -2.59 0.215
O 2.51 4.51 2.79 -0.997
S 1.96 4.64 1.41 1.261
C 0.20 4.79 1.57 -0.861
C -1.15 -1.78 2.35 0.021
H -0.07 1.71 -1.61 0.241
S 1.87 -1.33 1.87 -0.502
C -0.15 -4.31 -2.19 -0.024
N -0.48 -3.28 -1.37 -0.332
C 1.29 -4.40 -2.19 -0.371
C 1.70 -3.47 -1.22 -0.022
H 3.39 5.92 0.00 0.234
H -2.80 -2.90 3.42 0.220
H -3.66 -3.28 0.91 0.205
H 1.94 -5.11 -2.71 0.218
C -1.89 0.93 -2.57 -0.379
H -0.47 -1.35 3.01 0.242
H -3.37 -0.69 -2.97 0.208
C -0.73 0.86 -1.84 -0.005
Co 0.65 -0.87 0.21 1.117
S 3.47 1.09 1.07 -0.154
H -2.79 -3.23 -1.61 -0.034
N -1.85 -2.37 0.33 -0.351
H 3.45 6.49 1.75 0.256
H -0.27 5.13 0.66 0.224
S 2.47 0.26 2.82 -0.117
C 2.83 6.15 0.91 -0.825
H -2.24 1.79 -3.12 0.219
C -2.51 -0.32 -2.43 0.012
N 0.65 -2.74 -0.78 -0.346
H -0.08 5.41 2.49 0.227
H 2.67 -3.19 -0.85 0.237
H 2.07 6.95 0.66 0.211
C -2.37 -2.47 2.50 -0.405
N -1.69 -1.17 -1.75 -0.335
S 2.49 0.30 -0.48 -0.579
N -0.83 -1.64 1.09 -0.384
N -0.54 -0.41 -1.33 -0.393
H -0.20 3.77 1.78 0.266
B -1.85 -2.58 -1.20 0.554
C -2.74 -2.78 1.19 0.029
```

Output
HOMO (alpha / beta) = -0.09438 / -0.10178 hartree
HOMO-LUMO gap (alpha / beta) = 0.187 / 0.194 Ha
Net charge = -1
2S+1 = 4
Electronic energy = -115136.029 eV


5.
Computed, not measured: C11H16Br3IrNOS3 as an isolated structure, with ωB97M-V/def2-TZVPD.

Structure (XYZ):
```
36
Properties=species:S:1:pos:R:3:nbo_charge:R:1
H -1.80 3.15 2.06 0.226
H 2.33 -4.34 1.94 0.255
Br 3.86 0.24 0.73 0.080
C 0.78 -2.63 -1.08 0.064
H -2.66 3.47 -0.21 0.194
H -3.15 1.97 -1.71 0.198
H 0.90 -4.50 -2.10 0.254
H -0.16 2.92 1.46 0.209
Br 2.05 -6.44 -0.15 0.149
H 3.49 2.70 0.87 0.242
N 0.99 -1.92 0.04 -0.533
S -2.12 -1.32 1.07 -0.039
C -1.78 -0.72 2.62 -0.614
Br 1.70 2.07 -0.75 0.080
H -1.96 0.41 -3.36 0.243
H -0.98 1.81 -2.89 0.221
H -3.02 0.30 -1.15 0.205
C 1.88 -3.88 1.07 -0.271
C 1.09 -3.97 -1.18 -0.271
H 1.71 -1.95 1.97 0.228
C 1.64 -4.61 -0.08 -0.016
C -2.45 1.19 -1.41 -0.074
H 0.35 -2.10 -1.92 0.214
S -2.81 -0.88 3.92 0.459
O -1.80 1.61 -0.19 -0.586
C 1.54 -2.54 1.09 0.062
C 3.46 1.99 0.05 -0.514
C -1.11 3.42 1.27 -0.632
H -0.94 4.50 1.30 0.235
S -0.32 0.20 2.76 -0.077
C -1.46 0.90 -2.53 -0.630
H -1.03 3.42 -0.89 0.173
C -1.67 3.04 -0.08 -0.062
H -0.68 0.22 -2.16 0.179
H 4.17 2.23 -0.73 0.246
Ir -0.05 0.03 0.37 0.901
```

Output
HOMO (alpha / beta) = -0.39078 / -0.43508 hartree
HOMO-LUMO gap (alpha / beta) = 0.271 / 0.223 Ha
Net charge = +1
2S+1 = 5
Electronic energy = -260667.136 eV


6.
Computed, not measured: a 4-piece molecular cluster, C11H16Cl4F8O2 overall in a non-equilibrium geometry, with ωB97M-V/def2-TZVPD.

Structure (XYZ):
```
41
Properties=species:S:1:pos:R:3:nbo_charge:R:1
C -1.53 4.82 -4.92 0.847
C -4.52 4.02 -2.32 0.510
H -0.49 -2.91 3.66 0.208
H 1.50 -4.00 0.55 0.173
F -0.37 4.16 -4.88 -0.309
Cl 2.72 1.48 6.82 -0.024
H -1.79 3.70 -2.58 0.217
F -1.42 5.79 -4.03 -0.317
H 3.26 1.47 4.46 0.219
F -3.68 1.92 -1.61 -0.339
H -5.55 3.77 -2.05 0.133
F -4.02 4.77 -1.43 -0.301
C -2.40 3.21 -3.33 -0.144
H 1.62 -4.11 3.32 0.220
H 0.56 -5.01 1.57 0.175
F -3.01 6.13 -6.35 -0.323
H -1.92 4.78 -7.07 0.150
C 3.81 1.40 5.40 -0.403
F -0.86 6.42 -6.65 -0.313
Cl 4.82 -0.06 5.41 -0.013
C 0.80 -3.96 1.38 -0.071
C -0.40 -1.97 1.71 -0.066
O -2.63 4.00 -4.49 -0.513
C -3.79 2.78 -2.73 0.617
H -1.44 -1.75 1.94 0.184
F -4.59 2.11 -3.49 -0.290
F -4.68 4.94 -3.31 -0.335
C 0.27 -2.43 3.04 -0.418
H 0.62 -1.57 3.61 0.207
H 3.79 -8.51 3.17 0.229
Cl 5.87 -7.59 3.99 0.002
H 2.28 -2.77 2.25 0.208
H 4.43 2.28 5.28 0.222
C 1.41 -3.34 2.58 -0.446
O -0.36 -3.16 0.97 -0.535
C 4.85 -8.76 3.27 -0.432
H 5.09 -9.66 3.84 0.226
Cl 5.34 -9.10 1.63 -0.026
H -1.83 2.32 -3.59 0.206
C -1.79 5.50 -6.27 0.504
H 0.06 -1.10 1.23 0.160
```

Output
HOMO = -0.35528 hartree
HOMO-LUMO gap = 0.373 Ha
Net charge = 0
Electronic energy = -87588.751 eV
SMILES = FC(F)C(F)(F)COC(F)(F)C(F)F.C1CCOC1.ClCCl.ClCCl